# 1
ORCA calculation (the ωB97M-V functional and the def2-TZVPD basis) on C27H31F5GeN3OV as an isolated structure.

```
69
Properties=species:S:1:pos:R:3:forces:R:3
V -0.128 -0.690 1.279 0.056 0.170 -0.012
O 1.188 -1.738 1.954 0.073 -0.035 -0.004
N 0.970 -2.589 2.986 -0.039 0.010 -0.014
C 2.065 -3.036 3.475 -0.013 -0.033 0.018
C 3.355 -2.640 2.971 0.013 0.037 -0.007
N 4.361 -2.290 2.545 0.002 -0.013 -0.007
C 1.976 -3.964 4.567 -0.012 -0.015 0.032
N 1.906 -4.704 5.441 0.007 -0.001 -0.003
C -2.775 -2.718 -0.888 0.002 0.011 -0.040
C -2.293 -1.321 -0.481 0.071 -0.070 0.075
C -2.906 -0.283 -1.410 -0.025 0.018 -0.020
C -0.750 -1.290 -0.453 -0.130 -0.062 -0.003
C -2.628 -1.057 0.995 -0.026 0.021 0.019
C -2.004 -1.860 1.980 0.010 -0.027 0.026
C -2.181 -1.596 3.346 0.030 -0.018 -0.063
C -3.003 -0.560 3.746 -0.023 0.037 -0.026
C -3.641 0.215 2.783 0.008 -0.009 0.025
C -3.437 -0.010 1.429 -0.014 0.029 -0.018
H -2.472 -2.931 -1.915 0.001 0.005 0.010
H -3.864 -2.773 -0.834 -0.002 0.015 0.006
H -2.366 -3.497 -0.245 0.013 -0.004 -0.001
H -2.583 -0.468 -2.434 0.007 -0.008 0.005
H -2.624 0.733 -1.138 -0.018 -0.002 0.000
H -3.994 -0.358 -1.390 0.001 0.016 -0.010
H -0.336 -2.308 -0.467 0.032 0.008 -0.004
H -1.486 -2.773 1.696 -0.003 -0.001 0.001
H -1.682 -2.223 4.073 0.009 0.001 0.001
H -3.153 -0.359 4.798 -0.008 -0.002 -0.001
H -4.298 1.020 3.090 0.004 -0.002 0.008
H -3.927 0.627 0.707 0.003 0.008 0.013
C 4.626 0.192 -1.535 -0.002 -0.032 0.049
C 3.571 1.277 -1.702 0.024 0.031 -0.063
C 2.735 1.524 -0.451 -0.103 -0.028 -0.002
C 1.905 0.298 -0.010 0.092 0.098 0.070
Ge 0.626 -0.209 -1.463 -0.057 0.013 -0.015
C -0.041 1.266 -2.550 0.052 -0.013 -0.003
C -0.299 0.844 -4.002 -0.040 0.023 0.010
C 0.979 0.699 -4.821 0.004 0.006 0.063
C 0.710 0.254 -6.250 -0.013 -0.005 -0.034
H 5.256 0.119 -2.420 -0.002 0.017 -0.007
H 4.184 -0.795 -1.376 -0.004 0.011 0.008
H 5.270 0.410 -0.682 0.014 -0.029 -0.005
H 2.921 1.032 -2.551 -0.012 0.010 -0.006
H 4.056 2.219 -1.968 0.000 -0.019 -0.006
H 2.068 2.376 -0.610 0.007 -0.006 0.021
H 3.395 1.794 0.377 0.027 0.013 -0.012
H 1.490 0.618 0.965 0.020 -0.030 0.021
H 2.557 -0.554 0.187 -0.012 0.012 0.021
H 1.333 -1.306 -2.256 0.015 -0.043 -0.040
H 0.716 2.052 -2.521 -0.004 0.018 0.008
H -0.928 1.673 -2.074 -0.028 0.000 -0.039
H -0.939 1.594 -4.474 0.005 -0.003 -0.007
H -0.861 -0.096 -4.044 -0.005 -0.006 0.011
H 1.651 -0.017 -4.334 0.013 -0.005 -0.020
H 1.504 1.660 -4.822 0.011 -0.003 -0.003
H 0.220 -0.722 -6.272 0.003 0.000 0.002
H 1.634 0.176 -6.822 -0.001 -0.005 -0.003
H 0.059 0.963 -6.764 0.003 0.001 0.004
F 0.282 0.189 4.235 0.003 -0.005 0.030
C -0.185 1.251 3.553 -0.064 0.047 -0.048
C -0.458 1.118 2.204 0.001 -0.095 -0.075
C -0.924 2.245 1.558 0.032 -0.015 0.036
F -1.173 2.172 0.230 -0.024 -0.020 -0.013
C -1.146 3.448 2.194 0.015 -0.006 0.065
F -1.605 4.504 1.533 -0.002 0.022 0.013
C -0.876 3.537 3.556 -0.017 0.005 -0.112
F -1.076 4.676 4.195 -0.011 0.008 0.004
C -0.390 2.434 4.242 0.032 -0.046 0.066
F -0.133 2.525 5.540 0.001 -0.004 0.002
```
Forces are in eV/Å.

* charge: +1
* E: -4806.7849 a.u.
* gap between HOMO and LUMO (alpha / beta): 7.351 / 7.926 eV
* 2S+1: 2

Atomic partial charges in e from the Mulliken method, atoms 1 to 2: -0.57, 0.05

# 2
ORCA calculation (the ωB97M-V functional and the def2-TZVPD basis) on a 2-piece molecular cluster, C4H11NO overall at a distorted geometry.

```
17
Properties=species:S:1:pos:R:3:forces:R:3
C 0.463 0.072 1.901 -1.119 2.512 -4.321
C 0.502 0.229 0.467 0.218 2.542 3.676
C -0.027 1.607 -0.170 0.157 -1.014 -0.674
N 1.125 -0.617 -0.401 0.239 -0.619 -0.581
C 1.274 -0.322 -1.811 0.349 0.309 -1.482
H 1.159 -0.523 2.373 1.075 -1.887 0.859
H -0.019 0.828 2.561 0.337 -0.559 -1.016
H -0.863 1.307 -0.865 1.143 0.676 -0.074
H -0.597 2.113 0.596 0.363 0.307 0.398
H 0.797 2.377 -0.659 -2.091 -2.439 1.216
H 1.731 -1.355 -0.056 -0.432 0.365 0.169
H 0.315 -0.007 -2.286 0.605 -0.339 0.526
H 1.993 0.525 -2.017 -0.504 -0.841 0.234
H 1.624 -1.224 -2.405 -0.352 0.983 1.014
O -2.773 -0.848 0.311 -0.745 2.736 -0.869
H -3.266 -1.562 0.649 0.328 -1.603 0.446
H -1.847 -0.887 0.108 0.430 -1.129 0.479
```
Forces are in eV/Å.

* charge: 0
* E: -288.9191 a.u.
* gap between HOMO and LUMO: 8.423 eV
* 2S+1: 1

Atomic partial charges in e from the Mulliken method, atoms 1 to 2: -1.00, 0.52

# 3
ORCA calculation (the ωB97M-V functional and the def2-TZVPD basis) on C29H38Br2I2NO4 as an isolated structure at a distorted geometry.

```
76
Properties=species:S:1:pos:R:3:forces:R:3
C 3.653 1.383 0.776 -0.665 0.224 -0.036
C 2.989 0.132 1.312 0.381 -0.124 0.385
C 3.851 -1.103 1.327 0.570 0.736 1.554
N 1.807 0.067 1.778 -0.522 -1.566 -2.106
C 0.740 0.745 1.017 0.884 2.890 2.708
C 0.471 2.140 1.671 -0.250 -0.243 -0.242
O -0.448 0.021 1.180 0.424 -0.693 -0.891
C -0.831 -1.001 0.260 -0.724 1.078 0.146
Br 0.782 -1.737 -0.599 -0.246 -0.263 -0.079
C -1.757 -0.270 -0.762 0.026 -0.148 -0.054
C -1.076 0.544 -1.848 0.080 0.560 -0.226
C -0.884 1.896 -1.545 -0.018 0.070 0.171
C -0.285 2.803 -2.401 0.597 0.215 -0.212
C 0.153 2.360 -3.638 -0.254 -0.660 -0.047
C -0.062 1.031 -3.987 0.029 0.218 0.207
C -0.670 0.121 -3.123 0.065 -0.498 0.056
C -0.896 -1.279 -3.650 -0.091 0.586 -0.626
C -1.530 -2.031 1.265 1.311 -0.810 0.833
C -0.374 -2.700 2.081 -0.450 -0.252 0.879
O -0.036 -3.988 1.558 0.393 0.421 -0.422
C 1.291 -4.303 1.647 0.472 -0.098 -0.030
C 2.012 -4.199 2.829 -0.025 0.011 -0.067
C 3.366 -4.515 2.834 0.265 0.008 0.256
C 4.027 -4.932 1.690 -0.464 -0.021 -0.349
C 3.291 -5.069 0.514 0.037 0.087 0.333
C 1.943 -4.756 0.503 -0.369 -0.143 -0.227
O -2.137 -1.254 2.302 -0.702 -0.347 -0.536
C -3.307 -0.580 1.963 0.350 0.937 0.118
Br -4.554 -0.583 3.470 0.030 -0.057 -0.217
C -2.461 -3.198 0.898 -1.143 -0.390 0.395
I -3.376 -4.023 2.671 0.322 0.222 -0.254
C -2.754 -3.822 -0.241 0.573 0.711 0.026
C -2.104 -3.450 -1.536 -0.504 -1.427 -0.952
I -4.093 -5.442 -0.442 0.164 0.243 -0.026
H 3.299 2.224 1.369 -0.099 0.091 -0.063
H 3.398 1.615 -0.261 0.179 -0.128 -0.121
H 4.726 1.337 0.933 0.122 -0.152 -0.354
H 4.793 -0.868 1.838 0.151 -0.144 -0.180
H 4.105 -1.396 0.310 -0.216 -0.079 -0.115
H 3.373 -1.887 1.905 -0.163 -0.227 -0.354
H 1.059 0.980 0.007 -0.291 -0.757 -0.373
H 1.206 2.352 2.443 0.101 -0.012 0.015
H 0.499 2.933 0.925 -0.016 0.053 0.019
H -0.509 2.152 2.144 -0.058 -0.019 -0.008
H -2.231 0.489 -0.144 -0.118 -0.092 0.117
H -2.587 -0.884 -1.106 0.270 -0.318 -0.269
H -1.220 2.273 -0.585 -0.077 -0.039 0.040
H -0.131 3.848 -2.131 -0.445 0.270 0.124
H 0.620 3.014 -4.360 0.029 0.222 0.118
H 0.252 0.690 -4.966 -0.025 -0.092 -0.044
H -1.967 -1.475 -3.694 -0.011 -0.334 0.208
H -0.563 -1.303 -4.688 0.042 -0.034 -0.042
H -0.345 -2.055 -3.134 -0.174 -0.081 0.272
H 0.475 -2.028 2.205 0.127 -0.018 -0.402
H -0.781 -2.867 3.078 -0.117 0.147 0.042
H 1.523 -3.869 3.735 -0.007 0.041 0.047
H 3.921 -4.423 3.759 -0.024 0.028 0.042
H 5.083 -5.153 1.677 0.080 -0.004 0.195
H 3.782 -5.403 -0.389 -0.048 -0.017 -0.094
H 1.346 -4.851 -0.394 0.071 0.010 -0.091
H -3.797 -0.921 1.054 -0.164 -0.477 0.214
H -3.085 0.478 1.837 -0.017 0.059 0.051
H -1.028 -3.356 -1.483 0.010 0.468 0.312
H -2.257 -4.288 -2.220 0.100 0.006 -0.045
H -2.591 -2.636 -2.055 0.100 0.349 0.221
C -2.637 6.296 -0.653 -0.109 0.149 0.697
C -1.119 6.429 -0.910 -0.576 0.427 -1.197
C -0.783 7.934 -0.990 0.012 0.260 0.681
O -0.797 5.822 -2.078 0.489 -0.521 0.442
H -3.209 6.737 -1.472 0.131 -0.035 -0.122
H -2.920 5.245 -0.560 0.066 -0.030 -0.102
H -2.938 6.804 0.279 -0.035 -0.037 -0.026
H -0.619 6.055 0.024 0.143 -0.184 -0.097
H -1.319 8.408 -1.816 -0.010 -0.156 -0.095
H 0.289 8.080 -1.144 0.002 -0.094 -0.090
H -1.059 8.463 -0.063 0.031 0.023 -0.041
```
Forces are in eV/Å.

* charge: -1
* E: -7226.8450 a.u.
* gap between HOMO and LUMO: 4.393 eV
* 2S+1: 1

Atomic partial charges in e from the Mulliken method, atoms 1 to 2: -1.32, 0.99

# 4
ORCA calculation (the ωB97M-V functional and the def2-TZVPD basis) on C11H33AgNO7 as an isolated structure at a distorted geometry.

```
53
Properties=species:S:1:pos:R:3:forces:R:3
Ag -0.421 -0.373 1.893 -0.107 -0.276 -0.110
C 2.385 3.161 -0.675 2.475 -0.470 -0.096
C 1.088 3.138 -1.342 -2.128 0.665 -0.909
C 1.241 3.678 -2.828 0.329 -1.986 0.984
C 0.192 3.062 -3.708 -0.903 0.235 -1.882
C 0.050 1.499 -3.794 0.476 1.530 1.996
C -0.375 1.066 -2.370 -0.637 -0.039 -0.576
N 0.492 1.735 -1.353 -0.563 -0.836 0.637
O 0.230 1.191 -0.212 1.019 0.990 0.197
C -0.244 -0.455 -2.291 -0.291 1.058 0.420
C -1.894 1.474 -2.072 1.036 0.588 -1.421
C 0.145 4.079 -0.469 -0.272 -0.830 -0.553
H 2.741 4.185 -0.616 -0.229 0.263 0.555
H 3.240 2.674 -1.161 -0.515 -0.245 -0.647
H 2.357 2.647 0.253 -0.228 0.088 1.292
H 2.209 3.319 -3.226 -0.085 0.568 0.434
H 1.170 4.765 -2.798 0.184 -0.084 -0.186
H 0.280 3.426 -4.746 0.283 0.078 0.286
H -0.755 3.521 -3.386 -0.011 -0.501 -0.203
H 0.943 0.908 -4.099 -0.282 0.816 0.196
H -0.732 1.282 -4.490 -0.542 -0.224 -0.406
H 0.746 -0.830 -2.304 1.232 -0.105 -0.106
H -0.774 -0.857 -3.120 -0.519 -0.406 -0.807
H -0.696 -0.803 -1.401 -0.550 -0.422 0.955
H -2.486 0.823 -2.785 0.258 0.893 1.058
H -1.902 2.550 -2.425 -0.811 -1.270 0.560
H -2.233 1.422 -1.006 0.548 -0.329 -1.043
H 0.404 5.116 -0.641 0.192 0.215 -0.018
H 0.160 3.877 0.601 0.688 -0.202 -0.016
H -0.914 3.961 -0.674 -0.172 -0.046 -0.634
O 1.176 -1.234 2.939 -0.157 -0.684 -0.732
H 1.338 -0.781 3.751 0.194 0.421 0.812
O -2.514 -0.656 0.941 -0.334 0.888 0.720
H -2.537 -1.596 0.691 0.108 -0.458 -0.243
H -3.197 -0.481 1.616 0.401 -0.330 -0.566
O 1.902 -1.206 0.076 -0.364 -0.832 -2.002
H 2.346 -1.409 0.877 0.257 0.244 1.482
H 1.523 -0.332 0.080 -0.013 0.600 0.454
O 1.238 -2.660 5.836 -0.220 1.243 -0.912
H 1.368 -2.748 4.877 -0.056 0.318 0.187
H 1.407 -3.511 6.182 0.314 -1.363 0.652
O -1.810 -3.105 -0.112 1.438 0.106 0.013
H -1.010 -2.779 -0.591 -1.026 -0.085 -0.013
H -1.287 -3.488 0.643 -0.465 0.285 -0.210
C -0.629 -5.022 3.905 0.615 -0.648 0.477
C -1.214 -4.034 2.941 2.481 -0.155 -0.754
O -0.224 -3.565 1.965 -1.808 -2.164 -0.539
H -1.421 -5.440 4.532 0.091 0.302 0.302
H 0.166 -4.568 4.497 -0.297 -0.014 0.267
H -0.168 -5.908 3.442 -0.227 0.451 -0.394
H -1.561 -3.148 3.400 -0.871 0.738 0.876
H -1.967 -4.575 2.421 -0.841 0.104 -0.879
H 0.429 -2.995 2.335 0.904 1.320 1.043
```
Forces are in eV/Å.

* charge: 0
* E: -1167.2034 a.u.
* gap between HOMO and LUMO (alpha / beta): 8.770 / 8.905 eV
* 2S+1: 2

Atomic partial charges in e from the Mulliken method, atoms 1 to 2: 0.83, -2.00